[1]
The following is a quantum chemistry calculation of a structure of composition C38H30Br2CdIN4O3P, from the OMol25 dataset.

Calculated values
Kohn-Sham gap = 7.40 eV
2S+1 = 1
Relative energy (zero: lowest compared OMol25 entry of this formula, charge and spin) = 0.0 kcal per mole
E = -214037.3654 eV

```
80
Properties=species:S:1:pos:R:3:forces:R:3
Cd 0.26412 0.01896 0.50343 0.2 0.2 0.0
Br -0.49696 -4.98431 -0.54423 -0.2 0.0 0.0
C -1.80439 -3.62293 -0.34876 0.4 0.3 0.1
C -3.15356 -3.92927 -0.49911 -0.2 0.1 0.0
C -4.10014 -2.94819 -0.37032 -0.1 -0.3 -0.1
Br -5.92803 -3.40455 -0.62723 0.1 0.0 0.0
C -3.73249 -1.61995 -0.08391 0.2 0.2 0.0
C -4.64160 -0.55209 0.08166 0.0 0.1 0.0
C -4.18376 0.70808 0.34444 -0.1 -0.1 0.0
C -2.80193 0.92684 0.43227 0.2 0.0 0.0
N -1.92925 -0.04229 0.28166 -0.8 0.0 -0.1
C -2.35222 -1.31174 0.04545 -0.2 -0.2 0.0
C -1.33018 -2.33390 -0.07741 0.0 -0.3 -0.1
O -0.07570 -2.06400 0.05086 -0.4 -0.5 -0.2
H -3.44871 -4.94548 -0.72116 0.0 0.0 0.0
H -5.70264 -0.74475 -0.00352 0.0 0.0 0.0
H -4.87205 1.53031 0.48076 0.0 0.0 0.0
H -2.40010 1.91394 0.63332 0.0 0.0 0.0
N 2.51756 -0.55220 0.12560 0.3 0.2 0.1
N 3.18636 0.01868 1.22743 -0.1 0.0 0.1
C 2.65538 1.17889 1.86530 0.2 -0.2 -0.1
O 3.43377 1.83754 2.53011 -0.1 0.0 0.0
O 1.39031 1.37687 1.70841 0.4 0.4 0.3
H 2.59759 -1.56056 0.15524 -0.1 -0.1 0.0
H 2.88593 -0.22885 -0.76468 0.1 0.0 0.0
H 4.19279 0.02582 1.19214 0.1 0.1 -0.1
I 0.75597 2.92402 -0.58713 -0.1 0.6 -0.5
C 0.07854 3.75730 -2.43508 0.1 -0.3 0.4
C -0.09585 5.11315 -2.37348 0.0 -0.1 0.2
C -0.40249 5.86818 -3.51606 0.0 0.0 -0.2
C -0.47036 5.24033 -4.72061 0.0 0.1 0.1
C -0.29246 3.84105 -4.82403 0.0 -0.1 0.2
C -0.33496 3.25956 -6.10808 0.0 -0.1 -0.1
C -0.18654 1.91562 -6.27003 0.0 0.1 -0.1
C -0.05195 1.10669 -5.13701 0.1 0.1 0.2
C -0.01238 1.61170 -3.85376 0.0 -0.1 0.0
P -0.04139 0.27994 -2.54617 0.1 -0.1 -0.6
C 1.48354 -0.63745 -2.99981 0.0 0.0 0.1
C 2.58697 -0.00328 -3.57455 -0.1 0.0 0.0
C 3.78222 -0.68861 -3.74675 0.1 0.0 0.0
C 3.89646 -2.01284 -3.35191 0.0 0.0 0.0
C 2.81199 -2.64902 -2.76355 0.0 0.0 0.0
C 1.62280 -1.96209 -2.57299 0.0 0.0 0.0
C -1.43363 -0.69953 -3.25432 0.1 0.0 0.1
C -1.35207 -1.96112 -3.83468 0.1 0.1 0.0
C -2.50060 -2.60327 -4.27872 -0.1 -0.1 0.0
C -3.73925 -1.99242 -4.16217 0.0 0.0 0.0
C -3.82647 -0.72512 -3.60272 -0.1 0.0 0.0
C -2.68473 -0.09062 -3.14469 0.0 0.0 0.0
C -0.06869 3.03050 -3.65911 -0.1 0.1 -0.1
H 0.03083 5.61661 -1.42398 0.0 0.0 0.0
H -0.54956 6.93655 -3.43300 0.0 0.0 0.0
H -0.66026 5.80201 -5.62706 0.0 0.0 0.0
H -0.48823 3.90760 -6.96259 0.0 0.0 0.0
H -0.20239 1.46556 -7.25412 0.0 0.0 0.0
H 0.00832 0.03595 -5.27923 0.0 0.0 0.0
H 2.52210 1.03064 -3.88560 0.0 0.0 0.0
H 4.62868 -0.18222 -4.19347 0.0 0.0 0.0
H 4.83020 -2.54335 -3.48873 0.0 0.0 0.0
H 2.88927 -3.67897 -2.43751 0.0 0.0 0.0
H 0.80556 -2.44873 -2.05873 0.0 0.0 0.0
H -0.39320 -2.44646 -3.95561 0.0 0.0 0.0
H -2.42558 -3.58974 -4.71953 0.0 0.0 0.0
H -4.63101 -2.49677 -4.51100 0.0 0.0 0.0
H -4.78894 -0.23625 -3.51246 0.0 0.0 0.0
H -2.75883 0.89906 -2.70379 0.0 0.0 0.0
N -0.36061 -0.81467 2.79420 0.1 0.0 0.3
C -1.39596 -0.10153 3.43999 -0.1 0.1 0.0
C -1.13608 1.14857 3.99718 0.1 0.0 -0.1
C -2.16553 1.87627 4.57027 -0.1 0.0 0.0
C -3.46135 1.37667 4.58784 0.0 0.0 0.0
C -3.71933 0.13636 4.02391 0.0 0.0 0.0
C -2.69393 -0.60296 3.45445 0.0 -0.1 0.0
H 0.54865 -0.62474 3.19663 0.0 0.0 0.1
H -0.53053 -1.81010 2.74589 0.0 0.0 0.0
H -0.13063 1.55212 3.95910 0.0 0.0 0.0
H -1.95638 2.84419 5.00777 0.0 0.0 0.0
H -4.26056 1.94846 5.04092 0.0 0.0 0.0
H -4.72545 -0.26411 4.02398 0.0 0.0 0.0
H -2.90115 -1.57517 3.01828 0.0 0.0 0.0
```
Forces are in eV/Å.

[2]
The following is a quantum chemistry calculation of a structure of composition C52H52INO7P2Ti, from the OMol25 dataset.

Calculated values
Kohn-Sham gap (alpha / beta) = 5.25 / 4.71 eV
<S²> = 2.015
2S+1 = 3
Net charge = +2
Relative energy (zero: lowest compared OMol25 entry of this formula, charge and spin) = 0.0 kcal per mole
E = -120366.1253 eV

```
116
Properties=species:S:1:pos:R:3:forces:R:3
Ti -1.05396 -1.48394 1.92500 2.9 -1.4 -0.4
C -1.05300 -3.93337 3.77644 1.1 2.0 1.5
C -2.44241 -4.54370 3.80332 2.0 -1.5 -3.2
O -3.10727 -4.18713 2.56679 -0.8 0.1 0.2
C -2.51877 -4.36811 1.26415 2.2 0.7 1.9
C -2.98162 -3.21908 0.43106 0.1 0.8 -0.4
O -2.70308 -1.85356 0.98991 -3.2 -1.1 -0.8
C -3.94579 -1.12246 1.37049 0.7 -0.5 -1.0
C -3.40216 0.12896 1.97704 0.4 1.4 1.0
O -2.46168 -0.24405 3.05498 -1.6 -0.2 0.2
C -3.08664 -0.96904 4.17085 0.0 0.9 1.0
C -1.98971 -1.77861 4.86752 2.2 0.1 -1.5
O -1.13070 -2.40296 3.76970 -1.4 -1.2 1.7
H -0.35795 -4.13954 2.91297 -1.2 0.1 0.7
H -0.45320 -4.14740 4.69178 -0.6 -0.1 -0.4
H -3.11762 -4.31409 4.58721 -0.4 0.6 0.7
H -2.23908 -5.64005 3.85325 -0.4 0.4 -0.1
H -2.75114 -5.32271 0.82581 -0.6 -0.4 -0.3
H -1.40735 -4.30998 1.32166 -0.7 -0.1 -0.1
H -4.04572 -3.27305 0.41981 -0.9 0.0 -0.6
H -2.51454 -3.22652 -0.56519 -0.3 -0.1 0.4
H -4.48546 -1.72574 2.08719 -0.2 -0.2 0.0
H -4.54656 -0.98731 0.45428 0.2 0.2 0.5
H -4.10455 0.85309 2.41364 -0.4 -0.7 -0.2
H -2.84945 0.76739 1.25401 0.2 -0.8 0.4
H -3.88990 -1.65175 3.88287 0.2 0.2 -0.4
H -3.52461 -0.20189 4.88012 0.5 -0.8 -0.7
H -1.24738 -1.12569 5.39552 -1.0 -0.7 -0.2
H -2.34215 -2.59331 5.49862 -0.2 0.4 0.1
C 3.00407 6.01800 0.17486 0.4 0.4 0.7
C 1.62557 5.42428 0.57914 -0.9 -0.7 -0.3
C 0.65079 6.49051 1.14346 1.0 1.1 0.2
C 1.82981 4.38061 1.69109 -0.6 -1.3 -1.4
C 2.48163 4.65085 2.86547 0.9 0.6 -0.2
C 2.95019 3.66615 3.70882 -0.7 -0.1 0.6
C 2.54994 2.34941 3.57899 0.4 0.5 -2.3
C 1.91949 1.99732 2.36186 -2.0 0.7 1.0
P 1.29532 0.29783 2.13824 0.6 -0.3 -2.2
C 2.49737 -0.32853 0.89784 -0.5 -0.3 -0.5
C 3.85041 -0.47173 1.11674 1.0 -0.9 -0.3
C 4.67721 -1.23923 0.25718 -0.2 -0.1 0.9
C 4.09843 -2.05397 -0.72975 0.9 0.0 0.0
C 2.78235 -1.77527 -1.07232 -1.1 0.2 0.2
C 2.05705 -0.81810 -0.33745 -0.3 -0.7 -0.1
C 1.39739 -0.51110 3.73866 -0.3 0.6 1.7
C 0.61232 0.14222 4.73850 0.8 1.1 -0.3
C 1.05525 0.29618 6.04117 -1.2 -0.2 -0.5
C 2.04589 -0.54498 6.48946 1.5 -0.1 1.7
C 2.89417 -1.19962 5.60601 -1.5 -0.5 -0.7
C 2.48681 -1.21140 4.25181 2.2 -0.2 -0.5
C 1.48923 3.04186 1.49173 0.1 -0.7 -0.9
O 0.73317 2.63360 0.35518 0.4 0.0 -0.1
C 0.65190 3.42449 -0.77719 0.3 0.0 -0.4
C 0.22268 2.83230 -2.06088 0.1 0.1 2.1
C 0.20027 3.64973 -3.16481 0.8 0.7 -0.9
C 0.74355 4.96818 -3.14605 -0.9 -1.6 2.2
C 1.04016 5.54570 -1.92016 -0.3 0.0 0.6
C 1.01093 4.78632 -0.71667 0.3 -0.8 -0.1
P -0.34291 1.10531 -2.54746 -0.8 1.7 -0.8
C 0.52318 0.49140 -4.03241 0.8 -1.4 0.8
C 1.44237 -0.58028 -3.85731 -0.3 1.0 -0.5
C 2.10040 -1.15237 -4.93587 0.2 -0.8 -1.1
C 1.81987 -0.71336 -6.25569 0.0 1.3 0.0
C 0.94081 0.39447 -6.41069 0.1 -0.2 1.0
C 0.25046 0.95946 -5.30805 0.2 -0.1 -0.8
C -2.05142 1.30828 -3.18847 0.5 -1.3 0.0
C -2.58901 0.21137 -3.91823 0.4 -0.5 -0.5
C -3.84316 0.26547 -4.51380 -0.3 1.2 1.2
C -4.62808 1.43967 -4.37211 0.6 0.4 -0.2
C -4.05651 2.55611 -3.71970 -0.7 0.0 0.4
C -2.83184 2.44404 -3.04808 0.0 1.6 1.0
H 3.03565 6.26428 -0.88176 0.1 0.1 0.1
H 3.86902 5.34324 0.37059 -0.8 0.3 0.0
H 3.14633 6.95458 0.74883 0.2 -0.5 -0.3
H 1.29666 7.24764 1.69400 -1.1 -0.7 -0.6
H -0.04936 6.05787 1.86494 0.0 0.0 -0.3
H 0.08637 7.00621 0.34472 0.3 -0.1 0.4
H 2.72689 5.68230 3.04858 0.3 0.2 0.2
H 3.58365 3.94084 4.51460 0.3 0.3 0.8
H 2.86968 1.60937 4.27168 0.1 -0.5 0.5
H 4.29969 -0.08454 2.00746 0.3 0.3 0.4
H 5.74724 -1.27985 0.52631 -0.7 -0.2 -0.4
H 4.69600 -2.87113 -1.20908 -0.7 1.0 0.4
H 2.15965 -2.33376 -1.81297 1.1 0.3 0.5
H 1.08910 -0.52210 -0.73075 -0.3 -0.4 0.4
H -0.27330 0.71121 4.52514 -0.1 0.4 -0.8
H 0.62354 1.10752 6.65216 -0.1 -1.0 0.0
H 2.16607 -0.64864 7.57759 0.5 0.4 -0.5
H 3.81534 -1.71626 5.90451 -0.7 0.1 0.0
H 3.20392 -1.73964 3.60826 -0.6 0.4 -0.2
H -0.19245 3.19448 -4.08794 0.5 0.7 0.3
H 1.00311 5.45953 -4.01646 -0.2 1.1 -1.8
H 1.27691 6.63569 -1.82730 0.0 -1.2 -0.4
H 1.66294 -0.87879 -2.85819 0.1 -0.3 0.2
H 2.83806 -1.97905 -4.79463 -0.8 0.8 0.1
H 2.34839 -1.07784 -7.19000 -0.7 0.2 1.5
H 0.84814 0.88442 -7.36918 -0.2 -0.2 -0.2
H -0.47839 1.77169 -5.41513 0.4 -0.4 -0.4
H -1.99014 -0.70801 -4.08548 -0.3 0.7 0.3
H -4.25898 -0.60834 -4.96239 -0.1 -0.4 -0.4
H -5.66053 1.53235 -4.78432 1.1 -0.2 0.3
H -4.63659 3.50313 -3.63975 0.5 -0.9 0.0
H -2.46881 3.26805 -2.35253 -0.5 -1.0 -1.3
I 3.05525 -5.70810 -3.92091 -1.7 1.0 0.2
C 0.93572 -4.98086 -4.10943 -0.8 -0.7 0.3
C 0.18886 -5.76807 -5.04017 0.7 0.3 -0.2
C -1.14754 -5.49943 -5.26381 -0.6 -0.4 -0.1
C -1.65664 -4.33312 -4.62398 -0.7 -0.8 -0.9
C -0.90751 -3.66648 -3.71308 2.1 -0.9 0.7
N 0.36738 -4.06211 -3.34512 0.4 0.2 -1.4
H 0.73006 -6.51679 -5.61159 -0.3 -0.1 0.2
H -1.79635 -6.23441 -5.87763 1.2 1.7 0.9
H -2.64430 -3.93344 -4.83197 0.0 -0.4 -0.1
H -1.28789 -2.81521 -3.18009 -0.1 0.2 0.2
O -0.11622 0.18985 1.53757 1.2 1.8 0.5
O 0.06133 -2.55386 1.26486 0.0 -0.1 0.3
```
Forces are in eV/Å.

[3]
The following is a quantum chemistry calculation of a structure of composition C16H24BrCaClF17K2MgO10PSSi, from the OMol25 dataset.

Calculated values
Kohn-Sham gap = 1.00 eV
2S+1 = 1
E = -250742.2385 eV

```
76
Properties=species:S:1:pos:R:3:forces:R:3
C 9.09231 -1.54033 -1.89116 -0.4 0.0 -0.1
C 8.36631 -0.20857 -1.61699 0.5 -0.7 -0.6
C 7.69618 0.26320 -2.92737 -0.3 0.2 1.2
Br 9.01433 1.22447 -3.97611 -0.1 0.2 -0.3
Si 6.28401 1.48709 -2.85656 1.8 0.3 -1.4
S 4.65412 0.83093 -1.45654 -1.6 1.9 -0.1
O 3.47599 1.51865 -1.87764 -0.5 -0.1 -1.0
O 4.89846 1.23140 -0.03371 -0.5 2.2 -3.5
C 4.25511 -1.02900 -1.51733 -0.4 0.2 0.1
F 3.14316 -1.20465 -0.83271 0.5 0.2 0.6
F 5.26725 -1.69261 -0.88424 0.1 0.0 -0.2
C 4.04659 -1.58048 -2.96740 0.0 -0.1 0.6
F 3.16596 -2.58117 -2.86083 0.3 -0.6 -0.1
F 5.18528 -2.05714 -3.42697 0.6 -0.2 -0.1
F 3.58933 -0.68675 -3.78547 -0.1 0.7 -0.5
H 8.64419 -2.04990 -2.73795 -0.2 -0.2 -0.2
H 10.13299 -1.37537 -2.12496 0.3 0.0 0.1
H 9.08123 -2.26801 -1.08341 0.3 0.0 0.1
H 9.13696 0.49416 -1.32908 -0.1 0.4 0.3
H 7.67562 -0.32268 -0.76523 -0.4 0.2 -0.2
H 7.40407 -0.59496 -3.51562 -0.1 -0.2 -0.2
H 6.66925 2.82620 -2.38694 -0.3 -0.1 0.6
H 5.63631 1.63884 -4.16407 -0.4 -0.3 0.2
O 13.28928 -2.60734 0.02324 -0.4 0.2 0.0
P 11.93677 -2.47153 0.64467 4.1 -0.8 -1.1
O 10.81471 -3.28181 -0.13941 -1.6 0.7 0.9
O 11.41043 -0.96073 0.65096 -2.0 -0.2 0.4
O 11.85418 -2.95860 2.12141 -2.1 0.7 0.0
Mg 1.00958 -3.38437 -3.64565 -0.8 1.1 0.6
Ca 9.65494 -2.11269 1.37869 1.9 -0.6 0.1
Cl 0.80935 -0.52012 -2.32079 0.1 -1.0 -0.7
K 5.51422 -0.15931 1.25190 2.2 -4.6 4.5
C -2.63379 0.10682 -0.22729 -0.3 -0.1 0.0
C -2.06984 -1.27568 -0.52741 0.4 0.2 -0.1
O -2.45977 -2.30000 0.38355 -0.4 0.4 0.6
C -3.71963 -2.92423 0.21493 1.0 -0.1 -0.6
O -3.97350 -3.34715 -0.98317 -0.4 -0.2 0.0
C -4.90766 -2.04607 0.75248 -0.1 0.2 0.5
F -4.55091 -1.36836 1.85582 0.0 0.0 0.0
F -5.93251 -2.83352 1.10356 0.0 -0.1 -0.2
F -5.37395 -1.15400 -0.12724 0.0 -0.1 -0.1
H -2.63009 0.30563 0.84531 0.1 0.0 0.0
H -2.03175 0.86208 -0.73520 0.1 0.0 0.0
H -3.65248 0.22105 -0.58674 0.0 0.0 0.0
H -0.98959 -1.21955 -0.41776 0.0 -0.1 0.0
H -2.25389 -1.56800 -1.56360 -0.2 -0.1 0.1
H -3.66847 -3.71534 1.00899 -0.2 -0.1 -0.2
C -2.49179 -0.36697 5.60086 -0.4 0.1 -0.4
C -2.51343 -0.02735 4.12770 0.2 0.0 0.3
O -1.75354 1.15297 3.85589 0.0 0.1 -0.5
H -2.90221 0.51074 6.23641 0.6 -0.5 0.0
H -3.08674 -1.25833 5.81158 0.0 0.0 0.0
H -1.47188 -0.53722 5.94720 0.0 0.0 0.1
H -3.52392 0.16886 3.77657 0.0 0.1 -0.1
H -2.10382 -0.86708 3.54154 -0.1 0.0 -0.1
H -0.85738 0.99251 4.16115 -0.1 0.0 0.2
F -2.49097 1.15152 7.60536 -0.1 0.2 0.1
K 3.83440 2.84855 1.66255 -0.6 0.6 0.0
C -8.62748 1.28292 -0.90635 -0.3 -0.6 -0.1
C -7.17851 1.79743 -0.89687 -0.4 0.5 -0.2
C -6.47015 1.88423 0.45770 0.4 -0.1 0.3
F -7.10316 2.72055 1.30555 -0.2 0.0 -0.1
F -5.21825 2.36836 0.27699 0.0 0.0 -0.2
F -7.12348 2.98818 -1.53618 0.1 0.1 0.1
F -6.46360 0.91674 -1.64820 0.1 -0.1 0.1
O -9.68594 2.22589 -0.94439 0.4 0.5 -0.1
C -10.18329 2.81561 0.18265 0.0 -0.5 0.0
C -9.92993 4.32778 0.20383 -0.1 0.3 0.0
F -8.61846 4.60497 0.09443 0.0 -0.1 0.0
F -10.37277 4.83341 1.37689 0.0 0.0 0.0
F -9.73585 2.21380 1.29837 0.0 0.1 0.1
F -11.52597 2.64854 0.15681 -0.1 0.1 0.0
H -8.72345 0.75813 -1.85440 0.0 0.0 -0.1
H -8.78938 0.53114 -0.13426 0.1 0.1 0.2
H -6.38911 0.89797 0.91983 -0.1 0.0 -0.1
H -10.46059 4.80563 -0.62212 -0.1 -0.1 0.0
```
Forces are in eV/Å.

[4]
The following is a quantum chemistry calculation of a structure of composition C15H21ClF5O2P2Pd, from the OMol25 dataset.

Calculated values
Kohn-Sham gap (alpha / beta) = 6.27 / 5.23 eV
<S²> = 6.038
2S+1 = 5
Net charge = +3
Relative energy (zero: lowest compared OMol25 entry of this formula, charge and spin) = 18.9 kcal per mole
E = -68119.9263 eV

```
47
Properties=species:S:1:pos:R:3:forces:R:3
C 3.26262 -3.51747 -1.55327 1.4 0.0 -0.3
C 2.25898 -3.08635 -0.65768 -7.8 1.4 0.7
H 3.08915 -4.50481 -2.01176 -0.1 0.1 0.6
H 4.24285 -3.43022 -1.06498 0.0 -0.2 -0.2
H 3.21690 -2.72016 -2.32140 0.1 -0.5 0.1
O 1.15863 -2.86944 -0.26665 6.1 -2.5 -0.9
Cl 2.42531 -0.72973 -1.32680 0.2 1.9 0.7
Pd -0.38645 1.10326 0.01228 1.2 -1.1 -0.8
P 1.54729 -0.29896 1.41648 2.3 -0.2 2.3
C 0.92511 -1.11972 2.92992 -1.1 -0.5 -0.7
C 3.27645 -0.97162 1.52468 0.1 0.0 -0.8
H 3.73192 -0.58591 2.44552 -0.2 -0.2 -0.1
H 2.57920 1.32453 2.90735 -0.1 0.0 -0.2
H 3.85732 -0.65306 0.64883 0.0 0.0 0.6
H 2.22714 1.94564 1.22677 0.2 0.4 0.6
H 0.79040 -2.17711 2.67872 -0.1 0.1 0.4
H 3.28236 -2.07073 1.55400 -0.1 0.3 0.2
C 1.85660 1.37252 2.08658 -0.8 0.2 -1.3
H 1.65301 -1.02269 3.74441 0.0 0.1 -0.3
H 0.87710 1.75183 2.41264 0.5 0.2 0.1
H -0.03343 -0.68627 3.22644 0.1 -0.2 0.1
P -0.47863 -0.53366 -2.07638 -0.8 -0.4 -3.1
C -2.05813 -1.42619 -2.32374 0.0 -0.3 1.3
C -0.83108 1.01472 -2.98365 0.6 0.4 1.3
H 1.54455 -0.99587 -3.39016 -0.9 -0.2 -0.4
H 0.05404 -1.35448 -4.33385 -0.2 0.0 0.3
H 0.63601 -2.49308 -3.08317 -0.2 0.3 -0.1
C 0.53148 -1.43107 -3.34947 0.8 0.0 0.3
H 0.08855 1.61538 -2.92641 -0.4 0.2 -0.5
H -1.12324 0.78997 -4.01553 0.0 0.1 0.2
H -2.33715 -1.48735 -3.38357 0.4 0.2 0.1
H -2.85897 -0.93918 -1.75938 0.0 -0.2 -0.1
H -1.63715 1.50495 -2.41600 0.1 0.1 -0.6
H -1.90579 -2.43922 -1.93491 -0.3 0.1 -0.1
C -1.79777 0.06101 0.98569 -0.6 -3.0 0.6
O -2.07868 -1.06784 1.22538 0.7 1.5 -0.5
F -3.59670 1.30784 -0.83379 0.9 1.1 2.1
C -3.14442 1.99104 0.26099 0.0 -3.1 -1.7
C -2.30094 1.36299 1.21657 -1.0 0.9 -0.5
C -2.04102 2.05476 2.43989 1.6 -1.7 2.1
F -1.35658 1.43840 3.45632 -1.5 1.1 -2.3
C -2.40733 3.37406 2.59424 -1.1 3.7 1.5
F -2.19082 4.06807 3.74532 -0.2 -1.8 -2.5
C -3.12456 4.01114 1.56571 -0.2 2.1 1.5
F -3.55674 5.27462 1.74945 0.7 -1.9 -0.4
C -3.51548 3.31085 0.41094 -2.7 3.6 -1.1
F -4.35189 3.93459 -0.45259 2.2 -1.8 1.9
```
Forces are in eV/Å.